Molecular formula: C24H13FN6O5S6Ta
Method: DFT, ωB97M-V/def2-TZVPD

Results
HOMO-LUMO gap = 0.2462 Eh
Total energy = -4173.2467 Ha
Energy relative to the best compared isomer or geometry (same formula, charge and spin) = 3.95 kcal/mol
F_max = 0.47 eV Å⁻¹

The geometry in ORCA input format:
```
! RIJCOSX wB97M-V def2-TZVPD def2/J DEFGRID3
* xyz -1 1
H 3.027 -4.744 1.983
C -1.858 -2.436 2.279
C 3.575 -3.622 -1.161
C 2.387 -2.831 1.205
C -2.299 2.600 -2.467
C 3.583 -4.449 -0.059
N -0.944 -2.454 0.114
C -4.227 3.882 -3.970
H 2.947 -1.755 -1.939
C -4.546 2.747 -3.231
C -1.087 2.103 -1.750
C -2.934 4.391 -3.965
C 1.882 2.479 2.306
C -1.995 3.729 -3.203
C 2.996 -4.076 1.133
C -3.735 -3.769 2.909
Ta 1.047 -0.104 0.191
O -0.108 -0.990 1.620
O -0.108 5.303 -2.231
H 1.945 -2.534 2.151
S 3.033 0.145 1.616
C 2.384 0.850 -2.559
S 4.134 2.113 3.652
F 4.186 -5.661 -0.143
S -1.266 0.733 -0.754
C -2.648 -2.371 4.530
S -0.264 4.068 -2.943
S 1.848 3.938 3.268
N -0.002 2.785 -1.923
O 0.463 3.886 -4.164
H -4.339 -3.615 4.962
C 3.354 3.627 4.153
C -2.849 -3.348 1.934
N 5.109 1.568 -4.532
N -0.930 -1.989 1.300
C 2.950 -2.385 -1.060
H -5.561 2.369 -3.250
C -3.639 -3.284 4.207
N 1.842 0.469 -1.580
C 2.921 1.651 2.480
O -0.148 -1.880 -0.661
H -3.828 1.209 -1.896
H -2.918 -3.711 0.920
C -1.747 -1.939 3.569
C 2.336 -1.953 0.118
S 0.598 2.101 1.209
H -2.572 -1.985 5.538
N 2.832 1.254 -3.639
H -4.996 4.373 -4.553
O 3.798 4.362 4.993
C -3.587 2.092 -2.471
H -4.511 -4.478 2.651
C 4.058 1.426 -4.073
H 4.052 -3.941 -2.079
H -2.670 5.274 -4.532
H -0.974 -1.222 3.798
*
```

natural (NBO) atomic charge list, values in e, 2 entries: atom 1 (H): 0.2192, atom 2 (C): 0.1810